Computed, not measured: one molecule with the formula C3H6ClN3 in a non-equilibrium geometry, with ωB97M-V/def2-TZVPD.

Output
- total charge = 0
- multiplicity = 1
- relative energy (zero: lowest compared OMol25 entry of this formula, charge and spin) (kJ/mol) = 402.5
- highest occupied orbital energy (spin up / spin down) (eV) = -8.469 / -8.467
- gap between HOMO and LUMO (spin up / spin down) (eV) = 8.7 / 8.7

Each line ends with the natural charge from an NBO analysis.
Atoms and positions in Å:
C (0.64228, 0.48470, 0.82752)  0.03
C (0.02188, -0.21306, -1.33702)  -0.17
C (0.19076, -0.89089, 1.37818)  -0.67
N (-0.25500, 1.47722, 0.76544)  -0.21
N (-1.04853, 1.53010, -0.15063)  0.05
N (-1.01985, 0.64950, -1.16054)  -0.47
Cl (1.12881, 0.28602, -2.61693)  -0.06
H (1.64550, 0.74691, 1.14513)  0.21
H (-0.08398, -1.36547, -1.32849)  0.22
H (0.43348, -1.08189, 2.41209)  0.22
H (0.72309, -1.63568, 0.62419)  0.23
H (-0.92326, -1.07977, 1.37855)  0.23
H (-1.45518, 1.09233, -1.93748)  0.39

Cartesian forces, eV/Å:
C -0.64 -3.35 -0.95
C 1.87 -0.84 1.68
C -0.04 -1.13 -1.91
N 0.86 0.40 0.40
N -2.65 2.11 0.39
N 0.23 -1.14 -0.34
Cl -0.05 -0.18 -0.37
H 0.13 0.16 -0.42
H -0.03 2.21 0.31
H 0.71 0.07 0.29
H -1.17 1.04 2.25
H 1.11 0.47 -0.65
H -0.31 0.18 -0.69

Computed, not measured: one molecule with the formula C2H5ClFN3 in a non-equilibrium geometry, with ωB97M-V/def2-TZVPD.

Output
- SMILES = [H]/N=C(/NN)[C@H](F)Cl
- total charge = 0
- multiplicity = 1
- relative energy (zero: lowest compared OMol25 entry of this formula, charge and spin) (kJ/mol) = 300.9
- highest occupied orbital energy (eV) = -9.076
- gap between HOMO and LUMO (eV) = 9.8

Each line ends with the natural charge from an NBO analysis.
Atoms and positions in Å:
H (1.37580, 1.89156, 0.21854)  0.36
N (1.03525, 0.89991, -0.33634)  -0.77
C (-0.03212, 0.25680, 0.10693)  0.31
N (-0.31628, -0.66701, -0.72963)  -0.42
N (0.48199, -0.87769, -1.89723)  -0.66
C (-0.55492, 0.16524, 1.47689)  0.09
F (-1.97381, -0.04136, 1.33621)  -0.37
Cl (-0.39257, 1.52728, 2.40846)  0.05
H (-1.26287, -1.48122, -0.74536)  0.42
H (1.52742, -1.13765, -1.78190)  0.38
H (0.24638, 0.08672, -2.22062)  0.39
H (-0.13428, -0.62258, 2.16404)  0.22

Cartesian forces, eV/Å:
H -1.65 -4.00 -1.28
N 0.36 4.76 3.06
C 5.08 2.71 0.41
N -4.92 -9.16 -2.68
N -1.31 0.75 -0.38
C -2.43 -1.61 0.71
F 1.05 -0.48 0.16
Cl 0.49 2.80 1.40
H 4.04 3.79 0.78
H -2.42 1.44 0.57
H 2.17 -1.06 -1.15
H -0.46 0.07 -1.61

Computed, not measured: a 6-piece molecular cluster, C29H67N2O24P6 overall in a non-equilibrium geometry, with ωB97M-V/def2-TZVPD.

Output
- total charge = 0
- multiplicity = 2
- highest occupied orbital energy (spin up / spin down) (eV) = -8.633 / -8.639
- gap between HOMO and LUMO (spin up / spin down) (eV) = 5.6 / 5.6

Each line ends with the Löwdin spin population.
Atoms and positions in Å:
C (4.61483, 0.32147, 5.36801)  0.02
C (4.37171, 0.68285, 3.75231)  0.02
C (5.66348, 1.67279, 3.36450)  0.01
C (2.92314, 1.45742, 3.69267)  0.00
C (2.09099, 1.27655, 2.29727)  0.00
C (2.55506, 2.34099, 1.09201)  0.00
C (3.55707, 3.56998, 1.49885)  0.00
C (4.01531, 4.60590, 0.27341)  0.00
C (3.39649, 4.28016, -1.22531)  0.00
C (2.39212, 2.99060, -1.34475)  0.00
N (1.95895, 2.04812, -0.26079)  0.00
P (0.25954, 1.79917, 2.71018)  0.00
O (-0.37266, 2.74975, 1.60715)  0.00
O (0.35027, 2.78760, 4.18299)  0.00
O (-0.76888, 0.45069, 3.10346)  0.00
C (2.12928, -0.27650, 1.75872)  0.00
C (3.18852, -1.23783, 2.61607)  0.03
C (3.54367, -2.49574, 1.57178)  0.00
C (2.52164, -1.93637, 3.93914)  0.02
N (4.49541, -0.51974, 2.84847)  0.34
O (5.49970, -1.34306, 3.19477)  0.56
H (3.81079, 0.83310, 6.06556)  0.00
H (4.57969, -0.82850, 5.58211)  0.00
H (5.69390, 0.69068, 5.70967)  0.00
H (5.72138, 1.87483, 2.19426)  0.00
H (6.64356, 1.17629, 3.78404)  0.00
H (5.50950, 2.69164, 3.93580)  0.00
H (3.02651, 2.58958, 4.05799)  0.00
H (2.25504, 0.94480, 4.54031)  0.00
H (4.02922, 3.78739, 2.54474)  0.00
H (4.76529, 5.49567, 0.49146)  0.00
H (3.73514, 4.98685, -2.10112)  0.00
H (1.94486, 2.78620, -2.43341)  0.00
H (0.08765, 2.13013, 4.91643)  0.00
H (-0.26710, -0.30531, 3.52817)  0.00
H (1.09337, -0.83564, 1.80573)  0.00
H (2.48914, -0.37966, 0.62501)  0.00
H (4.17649, -2.04311, 0.69542)  0.00
H (2.53684, -3.00532, 1.18337)  0.00
H (4.16673, -3.34044, 2.13485)  0.00
H (1.75661, -2.75082, 3.55213)  0.00
H (1.94767, -1.21001, 4.65484)  0.00
H (3.33293, -2.50886, 4.60118)  0.00
C (7.03246, 8.06496, -2.13515)  0.00
O (6.84325, 7.94479, -3.53245)  0.00
P (7.27140, 6.48981, -4.36477)  0.00
O (6.08779, 5.76430, -3.71442)  0.00
O (8.60277, 6.29579, -3.41394)  0.00
C (9.73883, 7.08308, -3.69920)  0.00
O (7.69964, 5.03498, -5.19709)  0.00
C (7.05832, 4.90544, -6.45247)  0.00
H (6.20005, 8.64159, -1.72091)  0.00
H (7.08189, 7.09806, -1.62804)  0.00
H (7.95116, 8.62445, -1.95180)  0.00
H (10.11448, 7.50332, -2.76603)  0.00
H (9.50081, 7.90168, -4.38381)  0.00
H (10.51730, 6.45350, -4.14172)  0.00
H (7.35264, 5.73141, -7.10256)  0.00
H (5.97344, 4.89986, -6.32576)  0.00
H (7.37074, 3.96248, -6.91052)  0.00
C (3.53179, 2.88655, -8.12757)  0.00
O (3.98731, 2.21478, -9.28684)  0.00
P (4.60606, 3.09798, -10.63966)  0.00
O (5.86264, 3.45512, -9.83736)  0.00
O (3.48214, 4.28329, -10.42492)  0.00
C (2.16757, 4.03677, -10.87542)  0.00
O (5.22465, 3.98111, -11.99248)  0.00
C (6.02636, 3.19059, -12.85061)  0.00
H (3.80703, 2.29174, -7.25153)  0.00
H (3.95447, 3.88903, -8.02333)  0.00
H (2.44287, 2.94766, -8.16193)  0.00
H (1.46963, 4.33491, -10.09278)  0.00
H (2.01087, 2.97893, -11.10317)  0.00
H (1.97059, 4.63470, -11.77090)  0.00
H (5.43025, 2.37366, -13.26138)  0.00
H (6.88344, 2.78855, -12.30578)  0.00
H (6.38552, 3.81774, -13.67176)  0.00
C (-3.42028, -0.08288, 3.16424)  0.00
O (-4.00539, -0.85244, 4.19773)  0.00
P (-5.69006, -0.71133, 4.56513)  0.00
O (-6.04012, -1.42736, 3.25555)  0.00
O (-5.65017, 0.91258, 4.29020)  0.00
C (-5.11075, 1.74027, 5.29806)  0.00
O (-7.37461, -0.57016, 4.93262)  0.00
C (-7.88087, -1.68198, 5.64788)  0.00
H (-2.66747, -0.69564, 2.65945)  0.00
H (-4.14915, 0.26319, 2.42703)  0.00
H (-2.91121, 0.77363, 3.60909)  0.00
H (-4.42369, 2.44927, 4.83567)  0.00
H (-4.56652, 1.16010, 6.04816)  0.00
H (-5.91832, 2.29677, 5.78421)  0.00
H (-7.36236, -1.77082, 6.60429)  0.00
H (-7.75069, -2.59804, 5.06742)  0.00
H (-8.94716, -1.52371, 5.83380)  0.00
C (-3.13827, -5.50518, -1.58783)  0.00
O (-3.44638, -4.71189, -0.45714)  0.00
P (-5.08825, -4.36586, -0.03576)  0.00
O (-5.28707, -5.82136, 0.40271)  0.00
O (-5.50358, -4.22647, -1.62395)  0.00
C (-5.16626, -3.03023, -2.29257)  0.00
O (-6.73002, -4.01972, 0.38554)  0.00
C (-6.88310, -3.61767, 1.73422)  0.00
H (-2.26991, -6.12648, -1.34919)  0.00
H (-3.96520, -6.15207, -1.89150)  0.00
H (-2.86248, -4.84763, -2.41379)  0.00
H (-4.71878, -3.28300, -3.25402)  0.00
H (-4.45259, -2.43408, -1.71748)  0.00
H (-6.07277, -2.44244, -2.46848)  0.00
H (-6.31881, -2.70010, 1.91057)  0.00
H (-6.53409, -4.40435, 2.40682)  0.00
H (-7.94309, -3.42662, 1.92533)  0.00
C (-9.53026, -8.37088, 6.74255)  0.00
O (-9.07473, -9.04265, 5.58328)  0.00
P (-8.45598, -8.15945, 4.23045)  0.00
O (-7.19940, -7.80231, 5.03276)  0.00
O (-9.57990, -6.97414, 4.44520)  0.00
C (-10.89447, -7.22066, 3.99470)  0.00
O (-7.83739, -7.27632, 2.87764)  0.00
C (-7.03568, -8.06684, 2.01951)  0.00
H (-9.25501, -8.96569, 7.61859)  0.00
H (-9.10758, -7.36840, 6.84679)  0.00
H (-10.61918, -8.30977, 6.70819)  0.00
H (-11.59241, -6.92252, 4.77733)  0.00
H (-11.05117, -8.27850, 3.76695)  0.00
H (-11.09146, -6.62273, 3.09922)  0.00
H (-7.63180, -8.88377, 1.60874)  0.00
H (-6.17860, -8.46888, 2.56434)  0.00
H (-6.67653, -7.43969, 1.19835)  0.00

Cartesian forces, eV/Å:
C 0.44 -0.24 0.39
C 1.53 2.02 1.37
C -0.58 0.04 0.10
C -0.34 -0.73 0.54
C 0.28 0.49 -0.63
C 1.03 1.88 -0.97
C -0.98 0.19 -4.80
C -2.98 -3.94 -0.83
C -0.29 -1.87 4.41
C 1.25 1.09 1.97
N 4.31 4.91 0.88
P -2.47 4.18 -2.17
O 2.10 -4.03 4.11
O -0.80 -4.11 -0.93
O 3.44 1.36 0.20
C 0.84 -1.18 -0.06
C -0.97 -1.81 -1.78
C -0.09 -0.09 0.62
C 0.05 -0.52 0.27
N -0.20 -1.67 2.56
O -2.04 2.09 -1.00
H 1.62 -0.91 -1.54
H 0.02 2.19 -0.59
H -2.43 -0.78 -0.78
H -0.08 -0.50 2.61
H -1.99 0.92 -1.11
H 0.34 -1.96 -1.14
H -0.18 -2.62 -1.08
H 1.43 1.07 -1.87
H -1.28 -0.77 -2.21
H -1.82 -2.10 -0.60
H -0.92 -1.81 1.71
H 1.02 0.33 2.83
H 0.57 1.63 -1.29
H -0.60 1.16 -0.65
H 1.95 1.32 -0.05
H -0.90 0.77 2.56
H -1.28 -1.06 1.62
H 2.18 1.34 0.76
H -1.31 2.02 -1.27
H 1.53 1.71 0.77
H 1.10 -1.19 -1.37
H -1.69 1.32 -1.64
C 0.82 -0.07 0.26
O 0.01 0.95 -3.21
P -1.77 -4.65 8.29
O -0.19 0.90 -1.35
O -0.25 0.16 -0.90
C 0.53 0.04 -0.06
O 1.10 2.90 -1.84
C -0.26 -0.44 -0.65
H -0.05 -0.03 -0.41
H -0.04 0.05 -0.21
H 0.05 -0.05 0.24
H 0.01 0.02 -0.02
H 0.14 0.09 0.06
H -0.07 0.14 -0.02
H -0.08 -0.22 -0.26
H -0.02 -0.02 -0.05
H -0.04 0.18 0.13
C -0.71 0.56 -0.08
O 0.06 -2.29 -2.50
P 2.56 6.72 6.47
O -0.16 -1.40 -0.86
O 0.31 -0.67 -0.65
C -0.47 0.17 -0.25
O -2.12 -2.58 -1.24
C 0.50 -0.08 -0.45
H 0.13 -0.19 -0.35
H 0.03 -0.17 -0.15
H -0.05 0.18 0.17
H -0.01 -0.02 -0.02
H -0.18 0.02 0.02
H -0.02 -0.14 0.06
H 0.21 -0.02 -0.26
H 0.04 -0.02 -0.04
H -0.12 -0.04 0.19
C -0.28 1.11 0.00
O -0.47 -1.74 3.22
P -1.03 2.68 -9.30
O 0.46 -0.32 1.87
O -0.20 -0.73 0.73
C 0.00 0.49 0.28
O 1.91 -0.13 3.05
C -0.54 -0.48 0.20
H -0.32 -0.18 0.37
H -0.05 -0.15 0.17
H -0.16 -0.03 -0.29
H 0.01 -0.01 0.02
H 0.09 0.13 0.05
H 0.13 -0.09 0.03
H -0.27 -0.17 0.11
H -0.04 -0.06 0.04
H 0.20 0.06 -0.08
C -0.30 0.30 -0.70
O 0.36 2.62 2.14
P -2.55 -8.38 -4.01
O 0.69 1.14 0.88
O 0.07 0.50 0.68
C -0.14 0.36 -0.30
O 2.13 2.77 -0.01
C -0.20 0.31 0.66
H -0.10 0.22 0.32
H 0.05 0.13 0.17
H -0.02 -0.14 -0.20
H 0.02 0.03 0.00
H 0.04 0.09 -0.15
H 0.15 0.02 0.06
H -0.49 -0.43 0.06
H -0.05 -0.06 0.07
H 0.14 -0.06 -0.15
C -0.63 0.51 -0.15
O -0.09 -2.27 -2.40
P 2.90 6.76 6.22
O -0.24 -1.41 -0.80
O 0.14 -0.58 -0.58
C -0.38 0.18 -0.24
O -2.31 -2.62 -1.08
C 0.62 -0.14 -0.73
H 0.13 -0.18 -0.34
H 0.04 -0.18 -0.14
H -0.07 0.17 0.17
H -0.03 -0.02 -0.01
H -0.18 0.02 0.02
H -0.02 -0.14 0.05
H 0.15 -0.05 -0.20
H 0.03 0.00 -0.03
H -0.05 0.02 0.27

Computed, not measured: CH4BrNO2S as an isolated structure in a non-equilibrium geometry, with ωB97M-V/def2-TZVPD.

Output
- total charge = 0
- multiplicity = 1
- relative energy (zero: lowest compared OMol25 entry of this formula, charge and spin) (kJ/mol) = 263.1
- highest occupied orbital energy (eV) = -8.390
- gap between HOMO and LUMO (eV) = 8.5

Each line ends with the natural charge from an NBO analysis.
Atoms and positions in Å:
C (-1.18962, 0.67839, -0.81157)  -0.87
N (1.03701, 0.36804, 0.86405)  -0.98
O (0.83169, -0.94763, -1.67053)  -0.87
O (-0.51269, -1.76051, 0.24206)  -0.88
S (-0.12069, -0.65965, -0.61735)  2.14
Br (-2.52562, 0.50754, 0.50610)  0.04
H (0.91986, 1.28069, 1.15804)  0.41
H (-1.55258, 0.53150, -1.72132)  0.20
H (1.13784, -0.40801, 1.54073)  0.42
H (1.97481, 0.40964, 0.50979)  0.39

Cartesian forces, eV/Å:
C 2.86 -1.18 3.37
N 1.71 -3.91 -0.86
O -0.60 1.00 1.14
O 0.93 1.16 -0.30
S -1.26 -0.36 -0.43
Br -0.66 0.35 0.56
H -1.40 2.02 1.33
H -1.62 -0.13 -4.27
H -0.66 1.19 0.36
H 0.69 -0.14 -0.90

Question: Look up the total charge of the fourth one.
Answer: 0

Question: Which value of multiplicity does entry 2 give?
Answer: 1